Density functional theory data (wB97M-V/def2-TZVPD) for a 9-piece molecular cluster, C22H64N2O16 overall in a non-equilibrium geometry.

XYZ file:
```
104
Properties=species:S:1:pos:R:3:forces:R:3:lowdin_charge:R:1
C 6.1077 -0.0372 -3.3998 0.7 0.9 -1.4 -0.0754
C 5.0865 -1.0816 -3.2487 -2.3 -0.6 1.8 -0.4530
C 3.5966 -0.5178 -3.2663 -0.2 -0.4 0.2 -0.1751
O 2.6015 -1.5016 -3.0294 0.8 -1.1 0.2 -0.2423
C 1.2506 -1.0320 -2.8919 1.5 -0.7 0.4 -0.0861
N 5.2036 -2.2104 -4.1590 -0.2 -0.4 0.2 0.0482
H 5.6956 0.6514 -4.1374 0.7 0.6 0.0 0.0837
H 7.0143 -0.4958 -3.7945 0.1 0.1 -0.2 0.0807
H 6.4102 0.4331 -2.4642 -0.4 0.2 -0.2 0.0540
H 5.2802 -1.3733 -2.2165 -0.6 -0.8 0.5 0.1188
H 3.2755 -0.0572 -4.2006 0.8 0.6 -0.2 0.1190
H 3.4449 0.1596 -2.4260 0.6 0.8 -0.2 0.0917
H 1.2141 -0.1765 -2.2174 -0.1 0.4 -0.2 0.0690
H 0.8215 -1.8773 -2.3540 -0.7 0.1 -0.4 0.0851
H 0.8414 -0.8352 -3.8828 -0.4 0.1 0.2 0.0822
H 4.4450 -2.8092 -3.8654 -0.9 -0.1 -0.5 0.0601
H 5.9389 -2.8157 -3.8228 0.9 0.2 -0.1 0.0656
C 4.2387 -2.6800 0.8702 0.8 0.5 -0.5 -0.0427
C 3.4246 -1.4793 1.2798 0.2 2.0 0.6 -0.4091
C 3.9137 -0.1088 0.6268 1.4 -1.4 -0.2 -0.1299
O 5.3551 -0.1139 0.7722 -0.1 -0.3 1.2 -0.2266
C 6.1004 0.9569 0.2483 -1.1 -0.2 -0.6 -0.1154
N 2.0467 -1.6757 0.9792 -1.2 -0.3 -1.4 0.0432
H 5.2535 -2.3129 0.7168 0.2 -0.3 0.3 0.0650
H 3.9276 -3.0070 -0.1219 -0.3 -0.2 0.0 0.0791
H 4.2431 -3.5140 1.5720 -0.3 0.1 0.0 0.0805
H 3.4396 -1.2750 2.3504 0.6 -0.3 0.2 0.1361
H 3.3645 0.7405 1.0331 0.3 0.2 0.7 0.1208
H 3.7278 -0.0174 -0.4433 -0.3 -0.6 -0.3 0.0897
H 5.5755 1.1708 -0.6827 0.3 1.1 -0.2 0.0654
H 7.1160 0.6745 -0.0293 0.0 -0.5 0.3 0.0839
H 6.1688 1.7914 0.9462 -0.2 0.3 -0.1 0.0833
H 1.4373 -0.8818 1.1151 0.1 0.6 0.8 0.0476
H 2.0482 -1.6250 -0.0295 -0.4 -0.8 -0.7 0.0706
C -1.6028 2.9877 4.8671 -1.3 1.2 -0.3 -0.2712
C -0.9195 3.5324 6.0506 1.1 -0.3 1.0 -0.2815
O -0.0167 2.5252 6.4803 0.7 -0.3 0.9 -0.0805
O -2.6750 2.1059 5.2219 0.8 0.4 -0.2 -0.0496
H -0.8500 2.5452 4.2148 -0.2 -0.1 -0.3 0.1178
H -2.0493 3.8892 4.4476 -0.4 -0.3 -0.9 0.1169
H -1.6177 3.7795 6.8503 -0.2 0.1 0.0 0.1224
H -0.2505 4.3789 5.8957 -0.8 0.6 -0.7 0.1182
H 0.8009 3.0212 6.5649 0.3 -0.8 0.3 0.0753
H -2.2767 1.4817 5.8328 -0.1 -0.4 0.1 0.0789
C 1.3211 3.3884 -1.8570 -0.4 0.3 -0.6 -0.2267
C 1.2933 3.4444 -3.3930 -0.8 0.6 -0.5 -0.2947
O 1.4996 2.2089 -4.0454 0.0 -0.7 0.9 -0.1408
O 0.2159 2.6622 -1.3249 1.3 -1.4 0.1 -0.0976
H 1.2169 4.4048 -1.4775 0.3 0.3 -0.2 0.1096
H 2.2595 2.9897 -1.4715 -0.2 -0.3 0.1 0.1094
H 1.9030 4.1757 -3.9236 0.9 0.4 0.9 0.1023
H 0.3201 3.8852 -3.6089 -0.7 -0.5 -0.1 0.0956
H 1.3377 2.2912 -4.9880 -0.2 0.2 -0.1 0.0604
H -0.6147 3.1415 -1.2803 -0.4 0.8 -0.2 0.0330
C -3.1614 3.8325 0.9523 -1.0 0.5 1.9 -0.2946
C -3.1797 4.4654 -0.3683 1.4 0.6 -1.1 -0.2539
O -2.2375 3.8499 -1.2234 0.1 -0.5 -0.6 -0.1126
O -3.9592 2.6960 0.9787 -0.6 -1.5 -0.7 -0.0619
H -3.7008 4.5128 1.6113 0.5 0.7 0.5 0.1125
H -2.1833 3.5850 1.3649 0.4 0.5 -0.3 0.1250
H -2.7999 5.4871 -0.3708 -0.6 0.4 0.8 0.1159
H -4.1698 4.4404 -0.8237 -0.1 0.0 0.2 0.1265
H -2.7415 3.5169 -1.9695 0.1 -0.7 -0.6 0.0480
H -3.7262 2.1442 1.7289 0.0 -0.2 0.0 0.0692
C -3.5477 0.3238 -4.5889 1.1 -0.9 0.7 -0.3515
C -3.2503 0.8689 -3.1879 -0.4 -0.9 -0.4 -0.2660
O -3.6447 2.2015 -3.0158 -0.1 1.2 0.1 -0.1198
O -4.8826 -0.0351 -4.8141 -1.3 0.9 0.3 -0.1010
H -3.0618 -0.6482 -4.6742 1.1 0.1 0.1 0.0951
H -3.1171 1.0142 -5.3142 -0.2 0.1 -0.2 0.0958
H -2.1773 0.8458 -2.9973 0.1 0.0 -0.3 0.1114
H -3.7025 0.2334 -2.4264 -0.1 -0.1 0.0 0.1150
H -4.5718 2.2656 -2.7749 -0.2 -0.2 -0.1 0.0871
H -4.9629 -0.2848 -5.7375 -0.1 0.0 -0.1 0.0675
C -0.2120 -3.5568 3.1399 -0.3 0.5 -1.3 -0.2574
C -0.6390 -4.8346 3.7900 0.2 0.1 1.1 -0.2851
O 0.4687 -5.6504 3.8535 2.2 -1.6 -0.4 -0.0630
O 0.1975 -3.7752 1.7936 -0.9 -0.8 0.5 -0.0810
H 0.6117 -3.0508 3.6435 0.0 -0.2 0.6 0.1243
H -1.0797 -2.8973 3.1590 -0.2 0.3 0.1 0.0919
H -1.4787 -5.3593 3.3343 -0.2 0.4 -0.3 0.1200
H -0.8277 -4.6517 4.8479 -1.1 0.7 0.1 0.1134
H 0.2605 -6.5787 3.9816 -0.2 0.1 0.0 0.0862
H 0.6200 -2.9720 1.4805 0.7 0.3 -0.2 0.0168
C -6.0587 -3.6919 0.4772 0.1 0.1 0.8 -0.2426
C -5.0365 -2.9013 1.4146 -2.1 -1.1 -1.2 -0.2225
O -3.7255 -2.9815 0.8477 -0.7 0.9 0.6 -0.0823
O -5.7640 -5.0895 0.3552 0.5 0.8 0.0 -0.0874
H -6.0705 -3.2680 -0.5269 0.4 0.4 0.0 0.1058
H -7.1076 -3.6601 0.7718 0.1 0.3 0.7 0.1085
H -5.1141 -3.1665 2.4690 0.4 -0.9 0.0 0.1124
H -5.4768 -1.9067 1.4865 0.8 0.6 -0.8 0.1117
H -3.4939 -3.9068 0.7388 0.1 -0.1 0.2 0.0817
H -4.9932 -5.0362 -0.2147 0.2 -0.9 -0.3 0.0604
C -1.7533 -0.1416 1.9719 1.8 1.3 -0.5 -0.2763
C -1.3071 0.0753 0.4845 0.6 -0.6 1.9 -0.1509
O 0.1216 0.3841 0.5632 -1.5 -0.6 -0.4 -0.1086
O -3.0838 -0.3368 2.1443 -2.3 0.1 0.2 -0.0466
H -1.4482 0.7391 2.5370 -0.2 0.3 0.1 0.1041
H -1.2267 -0.9521 2.4757 0.7 -0.2 -0.6 0.0984
H -1.7957 0.8780 -0.0679 -0.4 0.0 0.4 0.1082
H -1.5851 -0.8812 0.0420 0.7 -0.1 -0.8 0.1105
H 0.1963 1.1462 -0.0159 0.6 0.5 -0.4 0.0354
H -3.3250 -1.1962 1.7908 0.0 -0.2 -0.2 0.0416
```
Forces are in eV/Å.

Values from the calculation:
F_max = 3.00 eV Å⁻¹
multiplicity = 2
E_tot = -2189.67908 a.u.
total charge = -1
HOMO-LUMO gap (spin up / spin down) = 1.43 / 9.34 eV